[1]
Here is a 10-piece molecular cluster, C27H53F2N5O23S3 overall from the Open Molecules 2025 dataset. Energies are from wB97M-V/def2-TZVPD.

```
113
Properties=species:S:1:pos:R:3
C -0.236 5.531 0.615
C -0.260 5.120 -0.859
O -1.049 4.306 -1.321
N 0.790 5.611 -1.527
C 1.045 5.383 -2.919
H -0.904 6.381 0.757
H 0.805 5.651 0.914
H -0.658 4.780 1.283
H 1.508 6.062 -0.979
H 2.129 5.500 -2.913
H 0.587 6.205 -3.468
H 0.744 4.418 -3.327
C 0.597 -1.616 7.382
C 0.540 -1.891 5.881
O 1.555 -2.039 5.295
N -0.705 -1.874 5.312
C -1.030 -1.875 3.865
H 1.576 -1.228 7.664
H 0.511 -2.585 7.873
H -0.136 -0.964 7.858
H -1.465 -1.502 5.864
H -1.509 -2.705 3.347
H -0.072 -1.664 3.389
H -1.576 -1.028 3.450
C -2.662 -2.407 0.212
C -1.526 -1.386 -0.142
O -0.355 -1.783 -0.187
N -1.858 -0.122 -0.447
C -0.908 0.798 -0.891
H -2.305 -2.978 1.069
H -3.030 -2.974 -0.643
H -3.577 -1.943 0.581
H -2.857 -0.094 -0.596
H -1.245 1.816 -0.697
H -0.568 0.731 -1.924
H -0.019 0.583 -0.298
C 1.054 -1.163 -5.043
C 2.564 -1.358 -5.256
O 3.096 -0.699 -6.163
N 3.219 -2.163 -4.376
C 4.591 -2.464 -4.588
H 0.504 -2.100 -5.126
H 0.641 -0.410 -5.715
H 0.887 -0.779 -4.037
H 2.730 -2.530 -3.573
H 5.100 -1.696 -4.005
H 4.883 -2.493 -5.637
H 4.726 -3.462 -4.171
C -1.984 2.506 -4.555
C -3.307 1.872 -4.916
O -4.267 1.908 -4.168
N -3.507 1.511 -6.194
C -4.799 1.249 -6.793
H -1.423 1.806 -3.936
H -2.081 3.419 -3.968
H -1.402 2.697 -5.457
H -2.694 1.575 -6.790
H -5.515 1.837 -6.218
H -5.028 0.185 -6.736
H -4.949 1.595 -7.815
C -3.372 2.777 0.666
C -4.384 2.464 -0.444
O -5.570 2.880 0.181
C -5.259 3.986 0.919
O -6.041 4.849 1.210
O -3.944 3.954 1.164
F -4.561 1.142 -0.532
H -2.419 3.091 0.239
H -3.028 2.126 1.469
H -4.306 3.000 -1.390
C 3.079 -3.124 -0.026
C 2.687 -2.522 1.217
O 3.794 -2.359 1.975
C 4.834 -2.997 1.419
O 5.964 -3.105 1.992
O 4.389 -3.589 0.239
F 1.772 -3.362 1.658
H 3.003 -2.413 -0.848
H 2.446 -3.972 -0.291
H 2.221 -1.565 0.979
C 2.042 1.683 5.373
C 2.139 3.135 4.924
O 1.144 3.388 3.972
S 0.161 2.099 3.591
O 0.694 1.603 2.315
O -1.219 2.393 3.749
O 0.805 1.237 4.894
H 2.191 1.480 6.433
H 2.714 1.004 4.849
H 3.044 3.271 4.332
H 2.094 3.933 5.666
C -1.736 -8.115 0.381
C -1.902 -8.547 1.809
O -1.062 -7.678 2.498
S -1.277 -6.081 1.930
O -0.004 -5.345 1.721
O -2.267 -5.261 2.596
O -1.782 -6.693 0.470
H -2.468 -8.678 -0.198
H -0.826 -8.482 -0.092
H -1.762 -9.608 2.015
H -2.945 -8.509 2.122
C 2.807 3.038 0.218
C 3.444 1.883 0.942
O 4.308 1.223 0.077
S 3.615 1.118 -1.389
O 2.524 0.197 -1.383
O 4.592 1.083 -2.459
O 3.136 2.730 -1.121
H 3.341 3.957 0.461
H 1.718 2.986 0.219
H 2.698 1.107 1.114
H 3.817 2.125 1.937
```

Values from the calculation:
- charge = +1
- 2S+1 = 2
- E_HOMO (spin up / spin down) (eV) = -11.03 / -11.03
- DFT total energy (hartree) = -4458.71208



[2]
Here is an isolated ion of composition C27H53FN3O4 and charge +1 from the Open Molecules 2025 dataset. Energies are from wB97M-V/def2-TZVPD.

```
88
Properties=species:S:1:pos:R:3
C -3.471 -0.407 3.234
C -2.667 -1.152 2.141
C -1.619 -0.189 1.581
F -2.180 0.845 0.873
C -0.348 -0.758 0.893
C -0.267 -2.243 0.442
C -1.452 -2.834 -0.334
C -1.959 -2.176 -1.634
C -2.751 -0.855 -1.534
C -3.496 -0.634 -2.888
C -4.962 -1.083 -2.752
N -5.741 -0.014 -2.134
N 1.042 -2.597 -0.137
C 1.171 -2.692 -1.587
C 1.261 -1.354 -2.388
C 2.675 -0.839 -2.694
C 2.525 0.473 -3.525
C 2.840 1.730 -2.685
C 1.546 2.434 -2.181
C 1.804 3.254 -0.904
C 0.806 4.402 -0.724
C -0.630 3.918 -0.505
O -1.335 4.992 0.104
C -2.490 4.541 0.769
C 2.193 -1.924 0.449
C 2.052 -0.419 0.716
C 3.330 0.248 1.271
O 4.245 -0.686 1.837
C 4.634 -0.373 3.124
C 4.490 -1.408 4.215
O 5.051 0.685 3.382
N 0.858 -0.270 1.649
C 1.178 -0.779 3.008
C 0.164 -1.660 3.761
O 0.319 -2.794 3.966
H -2.828 0.125 3.941
H -4.133 -1.106 3.747
H -4.100 0.335 2.737
H -3.393 -1.418 1.370
H -2.229 -2.084 2.506
H -1.255 0.337 2.483
H -0.310 -0.198 -0.053
H -0.287 -2.818 1.389
H -1.107 -3.835 -0.625
H -2.318 -3.051 0.290
H -1.209 -2.037 -2.415
H -2.662 -2.899 -2.075
H -3.430 -0.816 -0.681
H -2.013 -0.048 -1.447
H -2.955 -1.232 -3.628
H -3.463 0.424 -3.151
H -4.974 -1.981 -2.106
H -5.355 -1.370 -3.727
H -5.517 0.102 -1.155
H -6.734 -0.140 -2.274
H 0.442 -3.325 -2.088
H 2.122 -3.203 -1.789
H 0.789 -1.543 -3.361
H 0.681 -0.540 -1.936
H 3.196 -0.522 -1.785
H 3.292 -1.539 -3.259
H 3.220 0.470 -4.370
H 1.525 0.561 -3.960
H 3.417 2.461 -3.257
H 3.446 1.492 -1.799
H 1.261 3.157 -2.951
H 0.764 1.679 -2.038
H 2.802 3.702 -0.978
H 1.822 2.622 0.000
H 0.823 5.102 -1.562
H 1.091 4.943 0.185
H -0.688 3.025 0.139
H -1.112 3.723 -1.475
H -2.274 3.844 1.594
H -3.192 4.052 0.076
H -2.990 5.411 1.198
H 3.061 -2.039 -0.200
H 2.469 -2.478 1.355
H 1.822 0.160 -0.181
H 3.064 1.073 1.944
H 3.840 0.709 0.420
H 5.379 -1.451 4.841
H 3.656 -1.162 4.879
H 4.301 -2.413 3.823
H 0.731 0.743 1.711
H 2.128 -1.305 3.090
H 1.328 0.095 3.657
H -0.761 -1.174 4.141
```

Values from the calculation:
- charge = +1
- E_HOMO (eV) = -11.18
- DFT total energy (hartree) = -1625.33231
- SMILES = CC[C@H](F)[C@@H]1[C@@H](CCCCCN)N(CCCCCCCCCOC)C[C@H](COC(C)=O)[N@@H+]1CC=O